39
Properties=species:S:1:pos:R:3:forces:R:3 method="wB97M-V/def2-TZVPD" homo_energy_ev=-8.58 gap_ev=8.5109
O -2.502 1.594 -2.149 -6.19 3.01 0.12
H -1.936 0.829 -2.043 -0.21 2.39 0.93
H -3.230 0.990 -2.622 1.78 3.06 1.71
O 1.968 1.172 -1.300 1.31 0.47 -1.08
H 2.820 0.644 -1.319 -0.98 0.79 -0.27
H 2.093 1.738 -2.071 -0.30 0.17 0.07
O 0.173 -0.182 -0.497 -4.48 -4.36 -8.49
H 0.105 -0.530 0.258 -0.70 -3.82 9.43
H 0.575 0.556 -0.630 4.14 7.13 -0.90
O -2.426 0.280 2.502 -2.86 3.14 0.40
H -1.753 0.842 2.082 1.65 -0.22 0.50
H -3.130 1.050 2.508 1.35 -2.48 0.48
O -1.975 -2.828 -0.070 1.76 3.36 -2.40
H -2.336 -1.876 -0.001 0.03 -1.32 0.10
H -2.371 -3.430 0.474 -2.12 -2.09 2.17
O 2.144 3.197 0.807 -2.15 0.97 -0.12
H 1.954 2.427 0.218 0.08 0.80 0.29
H 1.282 3.753 0.822 2.22 -1.64 -0.17
O -0.172 -1.833 1.662 0.65 -1.72 2.01
H 0.052 -2.516 2.378 -0.41 1.69 -1.55
H -0.854 -2.300 1.132 0.27 0.08 -0.30
O -1.523 -0.035 -2.823 1.88 -7.86 -3.98
H -2.270 -0.550 -3.317 2.31 1.10 1.64
H -1.423 -0.405 -1.924 0.55 -1.37 -0.46
O -0.187 1.397 1.715 2.40 -0.41 1.17
H 0.630 0.727 1.492 -2.39 2.75 1.40
H 0.012 1.918 2.575 0.02 -1.57 -2.26
O 2.431 0.442 1.457 -0.73 -4.22 -0.73
H 2.443 -0.599 1.634 0.06 3.48 0.06
H 2.783 0.953 2.174 0.51 0.16 0.79
O 1.267 -2.460 -1.669 1.10 -7.18 -3.95
H 0.929 -1.737 -1.297 -2.98 4.65 2.10
H 0.557 -3.070 -2.127 1.98 2.47 1.76
O 4.292 0.455 -0.609 -1.76 -1.24 1.40
H 4.805 -0.354 -0.770 -0.38 0.23 0.18
H 3.456 0.209 -0.008 3.09 0.66 -0.92
O -2.785 -0.248 0.045 2.88 0.30 -0.89
H -2.336 0.161 0.831 0.07 -0.68 -1.23
H -3.574 -0.362 0.483 -3.45 -0.65 1.02

44
Properties=species:S:1:pos:R:3:forces:R:3 method="wB97M-V/def2-TZVPD" charge=-2 homo_energy_ev=-4.05 gap_ev=9.1584
S -0.097 0.039 0.086 4.90 -0.54 1.45
O 0.095 -1.356 -0.095 1.03 -3.62 -0.56
O 0.842 0.750 -0.757 1.15 0.95 0.18
O -1.350 0.308 -0.346 -8.89 2.37 -2.92
O -0.020 0.320 1.503 1.44 0.29 0.80
O -0.332 -3.020 -2.084 5.70 4.30 1.16
H -0.200 -2.284 -1.313 -1.33 -2.23 -1.89
H -1.083 -3.478 -2.172 -4.51 -2.09 0.45
O -3.772 -0.595 0.244 1.19 -0.67 -0.65
H -3.078 0.071 0.109 0.29 -0.60 0.10
H -4.474 -0.061 0.521 -1.90 1.04 0.74
O 2.371 -0.070 -2.693 0.64 -2.84 -2.85
H 1.768 -0.780 -3.080 1.05 1.59 1.02
H 1.841 0.449 -2.137 -1.40 0.75 1.17
O -1.786 0.094 -3.030 -0.59 6.15 1.92
H -1.808 0.083 -2.046 0.10 0.47 -0.63
H -1.741 -0.761 -3.172 0.49 -6.81 -1.66
O 2.624 2.436 -0.191 -0.67 -0.83 0.47
H 2.753 3.080 -0.873 -0.22 0.38 -0.68
H 1.862 1.791 -0.465 1.23 1.35 0.60
O -0.999 -3.246 1.299 -0.17 2.71 2.77
H -1.226 -2.945 2.312 1.10 -0.81 -3.95
H -0.593 -2.357 0.886 -1.31 -2.74 1.36
O 1.521 1.073 3.313 0.04 0.08 -0.05
H 1.715 1.988 3.098 0.12 0.11 0.04
H 1.095 0.754 2.474 0.68 0.21 0.75
O 2.221 -2.704 -0.004 1.80 -2.79 -1.72
H 1.378 -2.314 -0.031 -1.56 1.54 0.73
H 2.017 -3.367 -0.723 0.89 0.67 1.06
O -1.755 1.531 2.819 0.76 -0.47 0.40
H -1.585 1.089 3.652 -0.69 0.29 0.92
H -0.969 1.066 2.408 -1.18 1.15 -0.85
O -2.258 2.643 -0.768 -1.89 0.93 -1.57
H -1.828 3.226 -0.170 0.84 0.04 0.84
H -1.918 1.746 -0.765 0.64 -0.06 0.72
O 0.189 2.690 -2.495 0.80 1.02 -0.79
H -0.751 2.848 -2.531 -0.43 -0.31 0.29
H 0.350 1.889 -1.993 -0.48 -0.24 0.19
O -0.671 -1.405 3.461 -0.22 -2.76 1.00
H -0.306 -0.718 2.912 -0.39 1.08 0.15
H -1.263 -1.345 4.218 0.47 1.29 -0.69
O 4.068 0.127 -0.307 0.42 1.84 0.54
H 3.421 -0.365 -0.808 -0.34 -0.21 -0.31
H 3.738 1.089 -0.281 0.38 -1.94 -0.07

40
Properties=species:S:1:pos:R:3:forces:R:3 method="wB97M-V/def2-TZVPD" charge=+2 homo_energy_ev="-16.39 / -16.33" multiplicity=2 s2=0.757 gap_ev="9.9024 / 2.5602"
O 3.344 -1.243 -0.654 -1.26 -0.40 1.38
H -1.168 1.383 1.683 0.86 1.34 1.87
H 2.119 -1.955 1.301 -0.63 0.59 -0.07
O 1.509 -1.350 1.777 -0.28 0.08 -0.14
H -0.817 0.113 0.133 -0.34 -1.20 -0.56
H -4.277 0.463 0.544 1.02 0.32 -0.15
O -0.745 1.706 -4.204 2.10 1.47 0.49
H -1.387 1.322 -0.768 -0.79 -0.43 -1.00
O -3.632 1.161 0.243 -0.97 -0.62 -0.15
H -2.395 -2.905 -1.437 -0.34 1.30 0.82
H -4.120 1.973 0.468 0.32 0.29 0.17
O 0.864 -3.523 0.031 0.13 0.14 -1.70
H 4.280 -1.168 -0.793 0.33 0.12 -0.78
H 1.444 2.377 0.322 0.41 0.76 0.46
O 1.540 0.941 3.014 -0.31 0.12 0.50
H -3.772 -2.437 -1.307 -0.70 0.35 0.10
H 1.887 0.132 2.572 -0.21 -0.39 -0.14
O -1.268 -1.385 3.034 -0.23 0.09 0.34
H 0.365 1.271 2.609 -0.33 0.95 0.21
H -0.330 -1.375 3.256 -0.07 -0.31 0.28
O -0.201 0.293 -2.154 -0.35 -0.58 1.10
H -0.164 0.912 -2.951 -0.32 -0.65 -0.25
H 1.623 -4.057 0.310 -0.24 -0.02 -0.18
O -2.897 -2.112 -1.085 1.22 -1.51 -0.96
H 1.560 0.790 3.978 0.09 0.14 -0.38
H 0.617 -1.449 1.386 1.00 -0.64 0.16
O 2.169 -0.403 -2.997 -0.98 -1.18 0.47
H 1.210 -0.408 -2.735 1.56 0.45 -0.51
H 2.410 0.406 -3.436 -0.02 0.54 -0.27
O -1.045 1.038 0.073 0.32 0.72 0.27
H -0.852 -0.438 -2.261 0.12 0.67 -0.38
H 2.780 -1.112 -1.433 1.20 0.26 -0.33
O 0.994 3.133 0.744 -0.12 0.22 -0.16
H 0.913 -3.523 -0.969 0.11 -0.20 1.76
H -1.727 -1.768 3.813 0.45 0.31 -0.72
O -0.567 1.948 2.271 0.01 -0.99 -0.99
H -0.958 0.925 -4.718 -1.26 -0.05 0.57
H -0.085 2.597 1.566 -0.27 -0.82 1.10
H 1.581 3.669 1.314 0.07 -0.57 -0.65
H -1.073 2.075 -3.363 -1.32 -0.66 -1.57

41
Properties=species:S:1:pos:R:3:forces:R:3 method="wB97M-V/def2-TZVPD" charge=+1 homo_energy_ev=-13.47 gap_ev=10.2240
N 0.103 0.357 0.302 9.47 7.48 4.68
H -0.008 1.181 1.034 0.07 -2.11 -1.06
H -0.682 0.019 0.150 -9.86 -3.49 -3.38
H 0.574 -0.372 0.813 1.32 -0.28 0.12
H 0.678 0.937 -0.359 -0.83 -1.88 -0.22
O -0.375 -1.471 -2.244 1.87 -3.20 -0.34
H -0.530 -2.117 -2.967 0.60 -0.23 0.80
H -0.954 -0.856 -2.568 -2.49 3.08 -0.33
O 0.163 -3.153 1.847 2.35 -0.40 -1.68
H 0.923 -3.301 1.159 -1.90 0.65 1.83
H -0.620 -3.345 1.328 -0.53 0.11 -0.01
O -3.282 1.104 0.817 2.32 3.46 1.33
H -2.781 0.783 1.596 -0.66 -0.46 -0.39
H -2.935 2.102 0.919 -1.61 -3.05 -0.80
O 1.592 -2.719 -0.713 7.02 -2.46 4.86
H 1.517 -3.650 -0.809 0.29 -1.40 -0.26
H 0.926 -2.409 -1.135 -7.17 3.75 -4.64
O -0.823 3.235 -0.572 0.45 -0.68 -0.06
H -0.058 3.820 -0.565 -0.26 0.31 0.08
H -1.595 3.741 -0.323 -0.08 0.49 -0.01
O -3.288 -0.300 -1.874 -0.26 -0.58 -0.12
H -2.613 0.293 -2.179 0.46 0.59 -1.02
H -3.269 -0.012 -0.971 -0.61 -0.05 1.20
O -1.114 1.210 -2.530 1.59 -4.02 -3.77
H -0.967 2.078 -2.296 0.57 3.23 0.67
H -0.563 0.985 -3.405 -1.77 1.22 2.93
O 3.083 1.153 0.084 0.89 -0.08 0.61
H 3.918 0.838 0.488 -0.66 -0.49 -0.49
H 3.203 2.083 0.280 -0.38 0.65 -0.12
O -2.337 -2.052 0.895 0.62 0.89 2.24
H -2.928 -1.893 1.655 1.54 0.52 1.57
H -3.138 -2.268 0.507 -2.12 -1.33 -3.84
O 1.552 1.831 2.953 -0.63 -1.49 0.52
H 2.506 2.057 2.889 -1.04 -0.93 0.57
H 1.314 0.920 3.408 1.38 2.40 -1.39
O 3.400 1.292 -2.825 1.12 -0.01 -4.43
H 3.123 1.373 -1.987 -1.61 1.13 5.07
H 3.587 0.367 -2.804 0.50 -1.20 -0.72
O 0.775 -0.883 3.312 2.28 -0.84 1.59
H 1.540 -1.326 3.847 -2.15 1.17 -1.43
H 0.381 -1.636 2.844 -0.11 -0.46 -0.14